Entry 1:
{"formula": "C40H40N8RuS2Si", "method": "ωB97M-V with the def2-TZVPD basis set", "multiplicity": 2, "total_charge": 1, "homo_lumo_gap_ev": [6.1, 6.1], "e_lumo_ha": [-0.138, -0.137], "elements": ["Ru", "S", "C", "N", "N", "C", "C", "C", "C", "C", "C", "N", "N", "C", "C", "C", "C", "C", "C", "H", "H", "H", "H", "H", "H", "H", "H", "H", "H", "H", "C", "Si", "C", "C", "N", "C", "C", "C", "C", "C", "C", "H", "H", "H", "H", "H", "H", "H", "H", "H", "H", "H", "H", "H", "H", "N", "S", "C", "C", "C", "C", "C", "C", "C", "C", "C", "C", "C", "C", "H", "H", "H", "H", "H", "H", "H", "H", "H", "H", "H", "N", "C", "C", "C", "C", "N", "C", "C", "H", "H", "H", "H"], "xyz": [[-0.1142, -0.0826, 0.1534], [2.0814, 0.2057, -0.5571], [2.1502, 1.8834, -0.0638], [3.3703, 2.4302, 0.0159], [3.4746, 3.7450, -0.0321], [2.8361, 4.6488, -0.9210], [2.0617, 4.2214, -1.9972], [1.5117, 5.1569, -2.8567], [1.7103, 6.5154, -2.6452], [2.4816, 6.9360, -1.5739], [3.0504, 6.0074, -0.7167], [1.0637, 2.5982, 0.2655], [-0.0386, 1.9781, 0.4552], [-1.1245, 2.8557, 0.7173], [-2.1798, 2.3996, 1.5040], [-3.2420, 3.2360, 1.7963], [-3.2637, 4.5334, 1.3046], [-2.1989, 4.9990, 0.5403], [-1.1266, 4.1732, 0.2557], [4.2886, 4.0853, 0.4540], [1.9264, 3.1658, -2.1832], [0.9379, 4.8242, -3.7120], [1.2674, 7.2420, -3.3138], [2.6485, 7.9924, -1.4086], [3.6532, 6.3338, 0.1242], [-2.1485, 1.3855, 1.8801], [-4.0546, 2.8831, 2.4191], [-4.1083, 5.1793, 1.5077], [-2.2086, 6.0136, 0.1636], [-0.2958, 4.5306, -0.3382], [-4.3552, -0.3468, 1.9471], [-3.2498, -1.2718, 0.7437], [-4.2949, -2.2694, -0.4497], [-2.2818, -2.4740, 1.8158], [-2.1331, -0.2519, -0.1614], [-2.5563, 0.6503, -1.1367], [-3.8686, 1.1338, -1.2567], [-4.1762, 2.1324, -2.1651], [-3.2002, 2.6623, -3.0033], [-1.9134, 2.1514, -2.9477], [-1.6061, 1.1467, -2.0445], [-5.0887, -1.0516, 2.3523], [-4.9043, 0.4849, 1.5012], [-3.7760, 0.0442, 2.7902], [-4.7955, -3.0800, 0.0901], [-3.6872, -2.7205, -1.2389], [-5.0697, -1.6678, -0.9306], [-2.7820, -2.5769, 2.7827], [-1.2651, -2.1387, 2.0060], [-2.2445, -3.4717, 1.3655], [-4.6433, 0.7430, -0.6099], [-5.1914, 2.5074, -2.2150], [-3.4487, 3.4441, -3.7093], [-1.1512, 2.5323, -3.6175], [-0.6030, 0.7087, -2.0462], [0.2899, -0.0332, 2.2905], [0.7154, -0.8896, 3.5604], [-0.7151, -1.0262, 4.6308], [-1.1404, -2.2887, 5.0089], [-2.3226, -2.4147, 5.7287], [-3.0643, -1.2860, 6.0451], [-2.6214, -0.0212, 5.6638], [-1.4420, 0.1143, 4.9521], [1.6953, 0.2457, 4.5485], [1.7724, 0.0995, 5.9264], [2.5734, 0.9735, 6.6448], [3.2856, 1.9712, 5.9894], [3.2012, 2.1003, 4.6103], [2.4057, 1.2296, 3.8765], [-0.0251, 0.8967, 2.5483], [-0.5585, -3.1634, 4.7407], [-2.6614, -3.3934, 6.0441], [-3.9887, -1.3875, 6.5992], [-3.1943, 0.8585, 5.9295], [-1.0917, 1.0976, 4.6545], [1.2169, -0.6757, 6.4397], [2.6457, 0.8721, 7.7201], [3.9119, 2.6465, 6.5587], [3.7617, 2.8734, 4.1005], [2.3434, 1.3132, 2.7985], [0.0470, -7.4557, -0.1234], [0.1065, -6.3098, -0.1795], [0.1581, -4.8708, -0.2367], [1.0078, -4.1603, 0.6037], [0.9693, -2.7828, 0.5719], [0.1294, -2.0969, -0.2216], [-0.6344, -2.7876, -1.0783], [-0.6571, -4.1679, -1.1117], [1.6661, -4.6758, 1.2883], [1.6132, -2.1932, 1.2061], [-1.2515, -2.2006, -1.7431], [-1.3177, -4.6873, -1.7913]], "forces_ev_per_a": [[0.5, 0.8, 1.2], [-0.4, 0.0, 0.6], [0.6, -0.5, -0.4], [-0.5, 0.0, 0.2], [-0.2, 0.1, 0.0], [-0.2, 0.1, 0.2], [0.2, 0.0, 0.0], [0.1, 0.0, 0.0], [-0.1, 0.1, 0.0], [0.0, 0.0, 0.0], [0.0, 0.0, 0.2], [-0.1, 0.5, 0.2], [-0.1, 0.1, -0.8], [-0.2, 0.3, 0.6], [0.2, -0.1, 0.0], [-0.1, 0.1, 0.1], [0.1, 0.0, -0.1], [-0.1, 0.0, 0.0], [0.1, -0.1, -0.2], [0.2, 0.0, -0.3], [-0.1, 0.0, 0.0], [0.0, 0.0, 0.0], [0.0, 0.0, 0.0], [0.0, 0.0, 0.0], [0.0, 0.0, 0.0], [-0.1, 0.0, 0.0], [0.0, -0.1, 0.0], [0.0, 0.0, 0.0], [0.0, 0.0, 0.0], [0.0, 0.0, 0.0], [0.0, 0.2, -0.1], [0.1, -0.2, -0.2], [-0.1, 0.1, 0.1], [0.0, -0.1, -0.1], [0.4, -0.1, 0.1], [0.0, 0.1, 0.0], [0.0, 0.1, 0.1], [0.0, -0.1, 0.0], [0.0, 0.0, 0.0], [0.1, 0.1, 0.0], [-0.1, -0.2, 0.1], [0.0, 0.0, 0.0], [0.0, 0.0, 0.1], [0.0, 0.0, 0.0], [0.0, 0.0, 0.0], [0.0, 0.0, 0.0], [0.0, 0.0, 0.0], [0.0, 0.0, -0.1], [0.0, 0.0, 0.0], [0.1, 0.1, 0.0], [0.0, 0.1, 0.0], [0.0, 0.0, 0.0], [0.0, 0.0, 0.0], [0.0, -0.1, 0.0], [0.0, -0.1, -0.2], [-0.4, 0.2, -1.5], [-0.2, -0.1, 0.3], [-0.1, 0.0, -0.2], [0.1, 0.0, 0.0], [0.0, 0.0, 0.1], [0.1, 0.0, 0.0], [0.0, 0.0, 0.0], [0.0, 0.0, 0.0], [0.1, 0.0, -0.2], [0.0, 0.0, 0.1], [0.0, 0.0, 0.0], [0.0, 0.0, 0.0], [0.0, 0.0, 0.1], [0.1, 0.0, 0.0], [0.0, 0.0, 0.2], [0.0, 0.0, 0.0], [0.0, 0.0, 0.0], [0.0, 0.0, 0.0], [0.0, 0.0, 0.0], [0.0, 0.0, 0.0], [0.0, 0.0, 0.0], [0.0, 0.0, 0.0], [0.0, 0.0, 0.0], [0.0, 0.0, 0.0], [0.0, 0.0, 0.0], [0.0, 0.1, 0.0], [0.0, 0.0, 0.0], [0.0, 0.0, 0.1], [0.0, 0.0, 0.0], [-0.1, -0.1, -0.1], [-0.1, -0.8, 0.3], [0.0, 0.2, 0.0], [0.0, -0.1, -0.1], [0.0, 0.0, 0.0], [0.0, 0.0, 0.0], [-0.1, 0.0, 0.1], [0.0, 0.0, 0.0]]}

=====

Entry 2:
{"formula": "C40H41BrN7O4S2Ti", "method": "ωB97M-V with the def2-TZVPD basis set", "multiplicity": 2, "de_lowest_kcal_mol": 0.0, "total_charge": -2, "homo_lumo_gap_ev": [4.0, 5.2], "e_lumo_ha": [0.144, 0.144], "elements": ["Ti", "C", "N", "C", "C", "N", "C", "C", "C", "C", "C", "C", "C", "S", "C", "C", "C", "C", "C", "C", "S", "H", "H", "H", "H", "H", "H", "H", "H", "H", "H", "H", "H", "H", "H", "H", "H", "H", "H", "N", "C", "N", "C", "C", "O", "C", "C", "H", "H", "H", "H", "H", "H", "H", "H", "N", "C", "N", "C", "C", "C", "C", "C", "C", "H", "H", "H", "H", "H", "H", "O", "N", "C", "C", "C", "C", "C", "H", "H", "H", "H", "H", "Br", "C", "C", "C", "C", "C", "C", "C", "O", "O", "H", "H", "H", "H"], "xyz": [[-0.2949, -0.0071, -0.4700], [3.7156, -0.3330, 3.1389], [2.3054, -0.5152, 3.4517], [1.6584, 0.7483, 3.7485], [1.8034, 1.8564, 2.6998], [0.6311, 2.1391, 1.8587], [-0.5566, 2.4304, 2.6367], [0.9638, 3.1164, 0.8825], [0.5667, 4.4438, 1.0164], [0.8906, 5.4080, 0.0645], [1.6442, 5.0365, -1.0395], [2.0337, 3.7100, -1.1879], [1.6952, 2.7186, -0.2605], [2.0926, 1.0453, -0.5694], [2.0577, -1.5591, 4.3849], [1.4054, -1.3073, 5.5988], [1.1204, -2.3089, 6.5201], [1.5177, -3.6059, 6.2440], [2.1790, -3.8699, 5.0554], [2.4611, -2.8943, 4.0865], [3.2406, -3.3899, 2.5954], [4.1908, 0.3434, 3.8738], [3.8375, 0.0835, 2.1383], [4.2183, -1.2961, 3.1494], [2.0873, 1.1647, 4.6802], [0.6050, 0.5634, 3.9439], [2.6481, 1.6719, 2.0410], [2.0278, 2.7872, 3.2536], [-1.3372, 2.7990, 1.9747], [-0.3783, 3.1732, 3.4357], [-0.9272, 1.5126, 3.0884], [-0.0092, 4.7345, 1.8855], [0.5628, 6.4326, 0.1962], [1.9150, 5.7664, -1.7946], [2.5824, 3.4013, -2.0699], [1.1030, -0.3023, 5.8486], [0.5945, -2.0628, 7.4358], [1.3057, -4.4135, 6.9370], [2.4833, -4.8825, 4.8188], [-0.5423, -0.0406, -2.3083], [-1.3519, -0.2197, -3.2904], [-0.8705, 0.1883, -4.5303], [0.2826, 1.0567, -4.6909], [1.0102, 0.6996, -5.9718], [0.1404, 0.7395, -7.1028], [-0.9556, -0.1464, -6.9191], [-1.7462, 0.2094, -5.6719], [0.9256, 0.9447, -3.8182], [-0.0320, 2.1122, -4.7384], [1.4344, -0.3093, -5.8758], [1.8138, 1.4063, -6.1833], [-0.5820, -1.1754, -6.8235], [-1.5692, -0.0702, -7.8189], [-2.5506, -0.5059, -5.4961], [-2.1913, 1.2099, -5.8202], [1.0852, -4.0206, -0.0328], [0.6782, -2.8030, 0.3911], [0.8896, -1.8665, -0.5012], [1.5238, -2.4923, -1.5690], [2.0394, -1.9619, -2.7451], [2.6754, -2.8324, -3.6119], [2.8058, -4.1963, -3.3157], [2.3095, -4.7292, -2.1386], [1.6707, -3.8503, -1.2739], [1.2769, -4.7673, 0.6167], [0.2416, -2.6295, 1.3613], [1.9481, -0.9029, -2.9363], [3.0930, -2.4525, -4.5364], [3.3142, -4.8453, -4.0185], [2.4233, -5.7789, -1.8995], [-1.2567, 1.7581, -0.3920], [-1.9983, 2.1922, -1.3947], [-3.0594, 1.4791, -1.7952], [-3.8596, 1.9842, -2.8089], [-3.5147, 3.1603, -3.4373], [-2.3572, 3.8301, -3.0437], [-1.6058, 3.3238, -2.0135], [-3.2230, 0.5516, -1.2585], [-4.7169, 1.4012, -3.1116], [-4.1200, 3.5481, -4.2463], [-2.0294, 4.7363, -3.5323], [-0.6907, 3.7523, -1.6284], [-5.0328, -1.7046, -0.0513], [-4.3034, -1.7203, 1.7175], [-5.1761, -2.0660, 2.7234], [-4.7730, -2.0803, 4.0608], [-3.4448, -1.7260, 4.3598], [-2.5719, -1.3694, 3.3683], [-2.9465, -1.3497, 1.9820], [-1.9705, -0.9634, 1.0399], [-2.0776, -0.9972, -0.2608], [-0.8016, -0.4865, 1.4131], [-6.1936, -2.3266, 2.4584], [-5.4708, -2.3644, 4.8378], [-3.0912, -1.7469, 5.3845], [-1.5449, -1.1244, 3.6066]], "forces_ev_per_a": [[0.3, -0.4, -1.7], [0.1, 0.0, 0.0], [-0.1, 0.0, 0.0], [0.0, 0.0, 0.1], [0.0, 0.2, 0.0], [-0.1, 0.0, 0.0], [0.0, 0.0, 0.0], [0.0, 0.0, 0.1], [0.0, 0.0, 0.0], [0.0, -0.1, 0.0], [0.0, 0.0, 0.1], [0.0, 0.0, 0.0], [0.0, 0.1, -0.1], [0.0, -0.1, 0.2], [0.0, 0.0, 0.0], [0.0, 0.0, -0.1], [0.0, 0.0, 0.0], [0.0, 0.0, 0.0], [0.0, 0.0, 0.0], [0.0, -0.1, -0.1], [-0.2, -0.3, -0.1], [0.0, 0.0, 0.0], [0.0, 0.0, 0.0], [0.0, 0.1, 0.0], [0.0, 0.0, 0.0], [0.0, -0.1, 0.0], [-0.1, -0.1, 0.0], [0.0, 0.0, 0.0], [0.0, 0.0, 0.0], [0.0, 0.0, 0.0], [0.0, 0.0, 0.0], [0.0, 0.0, 0.0], [0.0, 0.0, 0.0], [0.0, 0.0, 0.0], [0.0, 0.0, 0.0], [0.0, 0.1, 0.0], [0.0, 0.0, 0.0], [0.0, 0.0, 0.0], [0.0, 0.0, 0.0], [-0.1, -0.1, 1.1], [0.2, 0.1, -0.2], [-0.2, 0.1, 0.1], [0.0, 0.0, 0.0], [0.0, 0.0, 0.0], [0.0, 0.0, 0.0], [0.0, 0.0, 0.0], [0.0, 0.0, 0.0], [0.0, 0.0, 0.0], [0.0, 0.0, 0.0], [0.0, 0.0, 0.0], [0.0, 0.0, 0.0], [0.0, 0.0, 0.0], [0.0, 0.0, 0.0], [0.0, 0.0, 0.0], [0.0, 0.0, 0.0], [0.0, 0.0, 0.1], [0.3, 0.0, 0.0], [-0.5, 0.0, 0.0], [0.1, 0.0, 0.1], [0.0, 0.0, 0.0], [0.0, 0.0, 0.0], [0.0, 0.0, 0.0], [0.0, 0.0, 0.0], [0.0, 0.0, 0.1], [0.1, 0.0, 0.0], [0.0, 0.0, 0.0], [0.0, 0.0, 0.0], [0.0, 0.0, 0.0], [0.0, 0.0, 0.0], [0.0, 0.0, 0.0], [-0.2, 0.3, 0.1], [0.1, 0.0, 0.1], [-0.1, 0.1, 0.0], [0.1, -0.2, 0.1], [0.0, 0.1, -0.1], [0.0, 0.0, 0.0], [0.0, -0.1, 0.0], [0.0, 0.0, 0.0], [0.0, 0.0, 0.0], [0.0, 0.0, 0.0], [0.0, 0.0, 0.0], [0.0, 0.0, 0.0], [0.0, 0.0, 0.0], [0.0, 0.0, 0.0], [0.0, 0.0, 0.0], [0.0, 0.0, 0.0], [0.0, 0.0, 0.0], [0.0, 0.0, 0.0], [0.0, 0.0, 0.0], [0.1, 0.0, 0.0], [0.0, 0.1, 0.0], [0.0, -0.1, 0.4], [0.0, 0.0, 0.0], [0.0, 0.0, 0.0], [0.0, 0.0, 0.0], [0.0, 0.0, 0.0]]}